82
Properties=species:S:1:pos:R:3 method="wB97M-V/def2-TZVPD" homo_ev="-5.36 / -8.02" orbital_gap_ev="5.3551 / 7.7290" e_tot_ha=-3740.51998 multiplicity=4 s2=3.772
Co 0.583 -1.405 1.909
C -1.076 1.303 3.507
C -1.414 0.513 2.471
C -1.393 0.830 0.980
C -0.132 0.330 0.198
C 1.303 0.611 0.655
C 1.701 1.703 1.362
C 0.718 2.648 1.989
C -0.061 2.393 3.387
C 1.830 -1.927 3.759
H -1.329 0.991 4.549
H -1.857 -0.495 2.694
H -1.621 1.891 0.763
H -2.255 0.281 0.535
H -0.245 -0.737 -0.116
H -0.235 0.881 -0.745
H 2.029 -0.176 0.272
H 2.664 1.590 1.932
H -0.104 2.966 1.313
H 1.350 3.536 2.224
H 0.625 2.331 4.251
H -0.633 3.340 3.510
H 2.755 -1.657 4.316
H 2.158 -1.684 2.641
H 1.739 -3.030 3.827
P 1.768 -0.829 -2.019
P -1.962 -0.128 -1.975
N 3.127 0.201 -2.478
N 2.326 -2.161 -3.134
N -2.139 1.489 -2.673
N -3.531 -0.696 -2.816
C 0.570 -0.080 -3.222
C -0.797 -0.792 -3.245
C 4.304 0.230 -1.706
C 5.233 1.023 -2.361
C 4.640 1.479 -3.575
C 3.350 0.953 -3.622
C 2.592 -3.446 -2.689
C 2.954 -4.248 -3.770
C 2.924 -3.407 -4.926
C 2.557 -2.136 -4.512
C -2.740 2.530 -1.943
C -2.511 3.750 -2.608
C -1.808 3.450 -3.799
C -1.634 2.062 -3.842
C -4.303 -0.210 -3.875
C -5.196 -1.191 -4.303
C -4.966 -2.345 -3.482
C -3.952 -2.008 -2.594
H 0.956 -0.129 -4.251
H 0.477 0.979 -2.945
H -1.306 -0.649 -4.213
H -0.682 -1.876 -3.094
H 4.334 -0.291 -0.760
H 6.218 1.297 -2.011
H 5.070 2.142 -4.302
H 2.565 1.101 -4.356
H 2.461 -3.680 -1.636
H 3.180 -5.292 -3.741
H 3.123 -3.700 -5.950
H 2.409 -1.232 -5.082
H -3.247 2.316 -1.029
H -2.769 4.737 -2.283
H -1.422 4.162 -4.487
H -1.083 1.475 -4.542
H -4.194 0.790 -4.249
H -5.915 -1.096 -5.106
H -5.484 -3.287 -3.564
H -3.464 -2.582 -1.823
O -0.477 -1.806 5.068
B 0.651 -1.114 4.459
O 0.997 0.021 5.359
C 0.214 -0.120 6.478
C 0.038 0.726 7.579
C -0.991 0.444 8.487
C -1.827 -0.654 8.308
C -1.659 -1.499 7.203
C -0.643 -1.235 6.294
H 0.678 1.587 7.757
H -1.143 1.098 9.356
H -2.621 -0.828 9.037
H -2.348 -2.323 7.026

=====

30
Properties=species:S:1:pos:R:3 method="wB97M-V/def2-TZVPD" homo_ev=-6.08 orbital_gap_ev=4.5765 e_tot_ha=-3573.97713
Cl -0.729 -2.414 -1.134
C -0.623 -1.482 -2.670
Cl -1.610 -2.285 -3.945
C -1.326 -0.136 -2.372
O -2.454 -0.145 -1.898
C -0.567 1.099 -2.629
Cl -1.413 2.524 -2.259
C 0.726 1.093 -3.092
Cl 1.528 2.576 -3.372
C 1.413 -0.147 -3.329
Cl 3.031 -0.098 -3.872
C 0.798 -1.350 -3.121
Cl 1.589 -2.817 -3.389
C -1.490 0.734 3.220
Na 0.996 0.262 4.329
C -1.392 -0.660 3.067
C -1.707 -1.297 1.885
C -0.422 -0.532 1.773
C -0.677 1.040 2.049
C 0.186 1.978 1.395
C 1.467 1.617 1.804
C 1.853 0.256 1.674
C 0.989 -0.814 1.390
H -2.000 1.420 3.852
H -2.064 -1.825 3.077
H -2.327 -1.012 1.044
H -0.032 2.198 0.329
H 2.166 2.141 2.530
H 2.767 -0.025 2.242
H 1.322 -1.897 1.423

=====

6
Properties=species:S:1:pos:R:3 method="wB97M-V/def2-TZVPD" homo_ev="-7.83 / -9.24" orbital_gap_ev="8.2238 / 6.3509" e_tot_ha=-1139.39440 multiplicity=3 s2=2.006
P 1.179 -1.735 2.072
S -0.022 0.169 -0.239
S -0.255 -1.448 0.765
H 1.959 -0.670 1.462
H -1.662 2.122 -2.254
H -1.200 1.562 -1.807

=====

9
Properties=species:S:1:pos:R:3 method="wB97M-V/def2-TZVPD" homo_ev=-10.13 orbital_gap_ev=10.1851 smiles=OC(F)(F)C(F)(F)I e_tot_ha=-849.18590
O 0.915 1.131 -0.200
C 0.513 -0.186 0.356
F 0.659 -0.060 1.719
F 1.329 -1.035 -0.146
C -0.879 -0.388 -0.203
F -0.845 -0.547 -1.595
F -1.506 -1.509 0.244
I -2.072 1.368 -0.075
H 1.884 1.225 -0.101

=====

105
Properties=species:S:1:pos:R:3 method="wB97M-V/def2-TZVPD" homo_ev=-4.58 orbital_gap_ev=5.8163 total_charge=-1 e_tot_ha=-22958.47497
C -3.030 0.406 6.211
C -1.686 -0.329 5.535
C -0.974 0.617 4.394
Cl -2.393 1.640 3.684
C -0.095 -0.191 3.263
Si 1.573 -0.575 4.229
C 1.298 -1.882 5.674
C 2.378 0.962 5.057
C 2.944 -1.379 3.148
O -0.515 -1.603 2.972
P -0.947 -2.025 1.349
C -2.787 -1.476 1.382
I -4.142 -1.578 3.125
C -3.483 -0.945 0.140
C -2.797 -0.765 -1.337
I -5.643 -0.372 0.214
P 0.986 -2.817 0.675
O 0.765 -4.169 -0.458
Cl 1.942 -1.362 -0.619
P -1.252 -4.028 2.279
O -1.735 -3.888 3.984
O 0.277 -4.927 2.406
S -2.466 -5.155 1.242
O -0.280 -0.521 0.690
C 0.062 0.500 1.746
C 1.431 1.427 1.484
C 1.129 2.456 0.200
N 2.047 2.469 -0.845
H -4.001 0.258 5.576
H -3.166 -0.148 7.258
H -2.819 1.541 6.493
H -1.890 -1.432 5.203
H -0.911 -0.379 6.442
H -0.343 1.426 5.006
H 2.099 -2.763 5.610
H 0.254 -2.414 5.455
H 1.259 -1.365 6.723
H 3.495 0.701 5.384
H 1.789 1.164 6.064
H 2.331 1.955 4.443
H 2.824 -2.563 3.220
H 2.930 -1.114 2.015
H 3.981 -1.134 3.642
H -1.344 -2.609 0.080
H -2.217 0.265 -1.321
H -3.650 -0.659 -2.151
H -2.140 -1.663 -1.709
H 0.074 -3.878 -1.136
H -1.006 -4.242 4.574
H 0.328 -5.617 1.675
H -0.750 1.322 1.444
H 2.355 0.789 1.182
H 1.597 2.133 2.402
H 0.221 3.193 0.150
H 2.835 1.796 -0.667
C 1.760 6.255 2.272
Cl 3.164 5.738 1.304
Cl 2.328 7.028 3.774
Cl 0.789 7.419 1.335
Cl 0.761 4.836 2.675
C -4.222 -4.367 -2.674
Cl -2.570 -4.555 -2.034
Cl -4.159 -3.519 -4.240
Cl -4.958 -5.974 -2.898
Cl -5.200 -3.420 -1.525
C 0.502 -3.536 -5.136
Cl -0.490 -3.764 -3.674
Cl -0.563 -3.347 -6.552
Cl 1.507 -2.077 -4.950
Cl 1.553 -4.956 -5.368
C -5.175 2.495 -2.982
Cl -3.523 2.306 -2.342
Cl -5.112 3.342 -4.548
Cl -5.912 0.888 -3.206
Cl -6.153 3.442 -1.833
C 1.331 8.794 -2.784
Cl 1.587 7.853 -4.275
Cl 2.090 10.397 -2.956
Cl -0.417 8.992 -2.500
Cl 2.063 7.935 -1.406
C 4.076 0.833 -4.526
Cl 5.211 -0.490 -4.156
Cl 2.944 0.305 -5.797
Cl 3.163 1.260 -3.058
Cl 4.987 2.255 -5.095
C 3.501 0.917 9.383
Cl 4.258 0.851 10.995
Cl 3.073 2.603 8.997
Cl 4.646 0.301 8.165
Cl 2.029 -0.086 9.377
C -2.662 -0.139 -7.821
Cl -1.010 -0.327 -7.181
Cl -2.599 0.709 -9.387
Cl -3.399 -1.745 -8.045
Cl -3.640 0.809 -6.672
C 0.374 -8.811 -6.737
Cl 2.119 -9.052 -7.004
Cl -0.013 -7.077 -6.871
Cl -0.546 -9.722 -7.961
Cl -0.063 -9.393 -5.110
C 3.165 6.548 -7.968
Cl 1.520 6.423 -7.296
Cl 3.114 6.244 -9.723
Cl 3.806 8.183 -7.668
Cl 4.220 5.344 -7.187

=====

38
Properties=species:S:1:pos:R:3 method="wB97M-V/def2-TZVPD" homo_ev=-9.01 orbital_gap_ev=8.8859 smiles=Clc1ccccc1-c1noc2c(-c3cncnc3-n3nccn3)cccc12 e_tot_ha=-1594.54110
Cl 2.084 3.286 -0.274
C 0.580 4.134 0.217
C 0.462 5.498 0.065
C -0.705 6.195 0.310
C -1.803 5.473 0.784
C -1.664 4.133 1.107
C -0.537 3.418 0.774
C -0.522 1.965 0.957
N -0.735 1.382 2.128
O -0.601 -0.009 1.881
C -0.491 -0.201 0.530
C -0.498 -1.402 -0.151
C -0.582 -2.692 0.586
C -1.592 -2.851 1.527
N -1.719 -3.921 2.320
C -0.886 -4.947 2.100
N 0.071 -4.890 1.169
C 0.280 -3.775 0.466
N 1.376 -3.768 -0.457
N 2.240 -2.727 -0.537
C 3.126 -3.036 -1.432
C 2.734 -4.332 -1.981
N 1.684 -4.776 -1.310
C -0.316 -1.375 -1.538
C -0.124 -0.146 -2.205
C -0.277 1.072 -1.529
C -0.399 1.008 -0.128
H 1.313 6.022 -0.323
H -0.780 7.287 0.157
H -2.721 5.977 0.978
H -2.445 3.532 1.536
H -2.292 -2.040 1.684
H -1.039 -5.877 2.654
H 3.985 -2.406 -1.713
H 3.231 -4.834 -2.818
H -0.210 -2.258 -2.178
H 0.018 -0.147 -3.283
H -0.246 2.031 -2.072

=====

14
Properties=species:S:1:pos:R:3 method="wB97M-V/def2-TZVPD" homo_ev=-8.64 orbital_gap_ev=9.5511 smiles="N=C=C1CO1.C=C" e_tot_ha=-324.55300
N 0.090 1.197 -2.027
C -0.691 0.771 -1.170
C -1.503 0.297 -0.283
C -2.328 -0.667 0.388
O -2.093 0.661 0.913
H 1.058 0.977 -1.749
H -3.341 -0.850 0.032
H -1.866 -1.474 0.957
C 2.301 0.032 0.117
C 1.259 -0.332 0.861
H 2.784 -0.663 -0.565
H 2.718 1.035 0.173
H 0.848 -1.338 0.809
H 0.763 0.353 1.544

=====

6
Properties=species:S:1:pos:R:3 method="wB97M-V/def2-TZVPD" homo_ev="-23.46 / -23.70" orbital_gap_ev="11.4563 / 7.9106" total_charge=+2 e_tot_ha=-373.96100 multiplicity=5 s2=6.008
H 0.356 1.722 0.858
O 1.965 0.403 0.521
O 0.365 -1.029 -0.202
O -0.104 1.041 0.256
C 0.908 0.105 -0.006
Rh -1.557 -0.370 -0.349

=====

151
Properties=species:S:1:pos:R:3 method="wB97M-V/def2-TZVPD" homo_ev=-6.61 orbital_gap_ev=6.0345 e_tot_ha=-11885.64965
Bi 0.402 -1.292 -1.535
Te -3.536 1.740 -0.636
C -4.087 3.738 -1.046
C -5.343 4.214 -0.687
C -5.660 5.536 -0.957
N -4.835 6.389 -1.561
C -3.648 5.912 -1.932
C -3.230 4.610 -1.701
C -1.428 1.991 -0.911
P -0.630 0.985 0.425
C -1.456 1.458 2.002
C -1.731 2.791 2.300
C -2.155 3.145 3.569
C -2.314 2.171 4.553
C -2.055 0.843 4.257
C -1.627 0.487 2.981
C 0.947 1.820 0.934
C 1.621 1.217 2.001
C 2.694 1.843 2.608
C 3.157 3.061 2.119
C 2.504 3.660 1.056
C 1.388 3.054 0.486
P -0.828 1.242 -2.455
C -1.811 1.767 -3.935
C -3.150 1.392 -4.080
C -3.876 1.727 -5.213
C -3.277 2.437 -6.242
C -1.943 2.794 -6.128
C -1.214 2.452 -4.998
C 0.694 2.212 -2.812
C 0.669 3.599 -2.662
C 1.734 4.377 -3.077
C 2.839 3.780 -3.675
C 2.860 2.409 -3.860
C 1.794 1.629 -3.424
H -6.072 3.568 -0.211
H -6.627 5.935 -0.667
H -2.996 6.612 -2.444
H -2.253 4.273 -2.019
H -1.587 3.547 1.536
H -2.355 4.185 3.800
H -2.640 2.450 5.548
H -2.179 0.082 5.018
H -1.408 -0.550 2.748
H 1.263 0.270 2.394
H 3.150 1.401 3.484
H 4.011 3.539 2.583
H 2.840 4.620 0.682
H 0.844 3.559 -0.297
H -3.651 0.860 -3.287
H -4.914 1.429 -5.285
H -3.842 2.704 -7.126
H -1.459 3.350 -6.921
H -0.172 2.735 -4.958
H -0.204 4.062 -2.219
H 1.698 5.452 -2.947
H 3.676 4.383 -4.002
H 3.698 1.947 -4.366
H 1.813 0.560 -3.597
C -5.862 3.481 2.707
O -6.807 2.619 2.095
C -6.502 1.301 2.041
C -7.476 0.471 1.487
C -7.280 -0.889 1.460
C -6.092 -1.455 1.926
C -5.105 -0.618 2.439
C -5.313 0.752 2.516
N -6.104 -2.879 2.006
N -5.103 -3.605 1.975
C -3.799 -3.158 1.604
C -2.725 -3.624 2.324
C -1.400 -3.393 1.933
C -1.105 -2.675 0.789
O 0.119 -2.478 0.367
C -2.215 -2.210 0.016
N -1.909 -1.621 -1.170
C -2.846 -1.383 -2.055
C -4.192 -1.691 -1.809
C -4.542 -2.223 -0.600
C -3.552 -2.489 0.375
H -6.269 4.485 2.622
H -4.896 3.435 2.200
H -5.728 3.230 3.762
H -8.390 0.917 1.116
H -8.049 -1.549 1.077
H -4.184 -1.026 2.831
H -4.540 1.376 2.942
H -2.928 -4.206 3.216
H -0.578 -3.824 2.487
H -2.525 -0.980 -3.010
H -4.929 -1.515 -2.580
H -5.573 -2.480 -0.399
Br 3.009 -1.926 -3.358
C 1.865 -2.753 -4.642
C 2.387 -2.900 -5.892
C 1.688 -3.651 -6.857
C 0.552 -4.307 -6.493
C 0.027 -4.192 -5.183
C -1.060 -5.004 -4.784
C -1.516 -4.955 -3.503
C -1.014 -3.976 -2.619
C -0.017 -3.098 -2.968
C 0.622 -3.308 -4.235
H 3.352 -2.474 -6.128
H 2.089 -3.741 -7.857
H 0.039 -4.955 -7.195
H -1.491 -5.687 -5.506
H -2.293 -5.629 -3.166
H -1.467 -3.927 -1.638
C 5.776 0.175 -2.685
O 5.021 -0.004 -1.477
C 5.392 -1.032 -0.701
O 6.025 -1.985 -1.071
C 4.856 -0.927 0.700
C 5.568 -0.258 1.611
As 5.323 -0.205 3.554
C 6.828 -1.421 3.937
C 3.959 -1.605 3.726
C 3.129 -2.122 2.822
As 3.080 -1.746 0.900
C 3.552 -3.539 0.250
C 2.062 -3.085 3.255
O 1.898 -4.182 2.794
O 1.272 -2.517 4.185
C 0.304 -3.351 4.830
C 3.950 -2.034 5.162
O 4.177 -1.276 6.074
O 3.776 -3.350 5.328
C 3.808 -3.803 6.687
C 6.788 0.487 1.168
O 7.294 0.462 0.076
O 7.279 1.233 2.175
C 8.453 1.992 1.870
H 5.083 0.200 -3.521
H 6.483 -0.640 -2.815
H 6.303 1.122 -2.597
H 7.765 -0.891 3.777
H 6.786 -2.296 3.291
H 6.776 -1.727 4.982
H 4.160 -4.065 0.982
H 4.110 -3.437 -0.677
H 2.631 -4.093 0.079
H 0.486 -3.290 5.902
H 0.394 -4.380 4.488
H -0.689 -2.966 4.606
H 3.547 -4.856 6.651
H 3.097 -3.244 7.293
H 4.805 -3.670 7.105
H 8.821 2.366 2.820
H 8.202 2.820 1.208
H 9.197 1.365 1.384

=====

18
Properties=species:S:1:pos:R:3 method="wB97M-V/def2-TZVPD" homo_ev=-9.13 orbital_gap_ev=9.8851 smiles="CC(=O)Nc1ccccn1" e_tot_ha=-456.21785
C -3.397 0.167 -0.123
C -2.028 -0.404 0.117
O -1.907 -1.429 0.741
N -0.982 0.311 -0.275
C 0.374 0.077 -0.192
C 1.222 1.033 0.147
C 2.634 0.783 0.290
C 3.021 -0.526 0.114
C 2.081 -1.483 -0.245
N 0.797 -1.177 -0.386
H -3.598 1.248 0.093
H -3.801 0.125 -1.109
H -4.125 -0.265 0.230
H -1.234 1.242 -0.471
H 1.087 1.987 0.442
H 3.137 1.599 0.713
H 4.246 -0.862 0.203
H 2.472 -2.426 -0.289

=====

12
Properties=species:S:1:pos:R:3 method="wB97M-V/def2-TZVPD" homo_ev="-13.91 / -15.48" orbital_gap_ev="9.4750 / 8.4126" total_charge=+1 e_tot_ha=-211.04357 multiplicity=2 s2=0.786
N -0.065 -2.288 0.567
C -0.486 -1.077 0.217
C 0.449 -0.128 -0.121
C 0.461 1.244 -0.494
C -0.386 2.255 -0.143
H -0.666 -3.098 0.611
H 0.931 -2.398 0.722
H -1.524 -0.808 0.039
H 1.465 -0.503 -0.231
H 1.321 1.495 -1.085
H -0.202 3.250 -0.521
H -1.298 2.057 0.438

=====

13
Properties=species:S:1:pos:R:3 method="wB97M-V/def2-TZVPD" homo_ev=-15.02 orbital_gap_ev=10.8358 smiles="[NH3+][C@H]1C(=O)N[C@@H]1F" total_charge=+1 e_tot_ha=-402.22769
N -1.579 -0.215 -0.042
C -0.168 -0.271 -0.426
C 0.531 1.153 -0.356
O 0.112 2.177 -0.721
N 1.529 0.630 0.414
C 0.942 -0.812 0.506
F 1.633 -1.796 0.042
H -1.767 0.809 -0.173
H -1.970 -0.524 0.930
H -2.245 -0.570 -0.803
H -0.055 -0.574 -1.483
H 2.418 0.990 0.624
H 0.619 -0.996 1.487